C2H3N4O | ωB97M-V/def2-TZVPD

HOMO-LUMO gap, eV: 7.004
Net charge: -1
Highest occupied orbital energy, eV: -3.03
Structure (SMILES): Cn1nnc([O-])n1
Lowest unoccupied orbital energy, Ha: 0.146
Energy relative to the best compared isomer or geometry (same formula, charge and spin), kJ/mol: 69.3

XYZ file:
```
10
Properties=species:S:1:pos:R:3:forces:R:3
C -1.22090 0.86990 -0.45533 -2.00 0.82 -2.61
N -0.25178 -0.10305 -0.16303 2.72 0.33 1.73
N -0.42358 -1.24510 0.49637 -1.61 0.84 -0.74
N 0.72014 -1.62831 0.85921 0.73 -2.63 1.48
C 1.70338 -0.73692 0.51228 -1.22 1.68 -1.52
O 2.92091 -0.84434 0.62404 1.06 -0.41 0.63
N 1.04879 0.30271 -0.09066 -0.13 0.37 -0.56
H -0.76699 1.91478 -0.60894 -0.35 -1.96 0.05
H -1.69301 0.45948 -1.45321 0.32 1.47 1.61
H -2.03697 1.01085 0.27927 0.49 -0.50 -0.09
```
Forces are in eV/Å.

=====

C31H48FeN2O6P2S2SbSe4 | ωB97M-V/def2-TZVPD

HOMO-LUMO gap (alpha / beta), eV: 5.585 / 5.261
Net charge: +2
Highest occupied orbital energy (alpha / beta), eV: -12.77 / -12.50
Lowest unoccupied orbital energy (alpha / beta), Ha: -0.264 / -0.266
<S²>: 8.868
2S+1: 6
Energy relative to the best compared isomer or geometry (same formula, charge and spin), kJ/mol: 185.4

XYZ file:
```
97
Properties=species:S:1:pos:R:3:forces:R:3
Fe 0.03012 -0.13184 -0.51177 -2.21 -2.97 -6.96
S 2.09242 -0.18274 -0.81557 2.36 0.67 -0.96
C 2.61512 1.46586 -0.93347 2.59 -2.82 0.09
N 3.91292 1.76736 -1.02057 -2.19 0.09 0.11
C 4.23332 3.15166 -1.30797 0.04 0.87 -0.05
C 3.33472 4.06936 -0.48597 0.90 0.02 0.02
N 1.93982 3.75846 -0.73227 0.05 -2.25 -0.28
C 0.98212 4.84116 -0.66087 -0.76 0.57 0.15
C 1.02572 5.57416 0.66333 0.19 0.06 -0.10
C 1.45322 6.89506 0.72213 -0.02 -0.01 0.04
C 1.45712 7.57566 1.93043 0.12 -0.04 -0.05
C 1.05962 6.93446 3.09203 -0.10 0.05 -0.08
C 0.61662 5.62336 3.03683 -0.11 -0.15 -0.02
C 0.60862 4.94266 1.82633 -0.13 0.05 0.12
C 1.61942 2.46766 -0.89687 -2.84 2.59 0.06
S -0.03188 1.92536 -0.98157 0.88 2.29 -1.23
C 4.96702 0.77856 -1.09867 0.56 -0.69 -0.10
C 5.62852 0.79076 -2.45637 0.05 0.08 0.07
C 6.92892 1.25356 -2.59437 -0.08 -0.08 0.02
C 7.54842 1.22286 -3.83147 0.02 0.02 -0.15
C 6.86752 0.74466 -4.94047 0.06 0.02 0.07
C 5.56032 0.30256 -4.81157 0.00 0.07 0.00
C 4.94322 0.33226 -3.57437 -0.17 -0.09 0.01
H 4.09472 3.34236 -2.38187 0.13 -0.08 0.16
H 5.28192 3.32056 -1.06157 -0.10 0.06 -0.01
H 3.50432 5.10876 -0.76897 0.05 -0.08 0.06
H 3.55012 3.95766 0.58523 -0.10 0.12 -0.12
H -0.01748 4.42976 -0.81857 0.18 0.04 -0.10
H 1.20622 5.53446 -1.47947 -0.04 -0.12 0.06
H 1.77202 7.40676 -0.17417 0.01 0.05 -0.15
H 1.76962 8.60716 1.95823 0.07 0.11 0.02
H 1.07292 7.46186 4.03303 -0.03 0.06 0.08
H 0.24782 5.13286 3.93183 0.10 0.06 -0.12
H 0.24882 3.92306 1.78933 -0.02 -0.14 0.03
H 4.54512 -0.20864 -0.88707 0.07 0.28 0.01
H 5.70102 0.99916 -0.31707 -0.11 0.06 -0.05
H 7.46482 1.61956 -1.73197 0.12 0.03 0.14
H 8.56412 1.56876 -3.92847 0.14 0.05 -0.03
H 7.35432 0.71056 -5.90227 0.06 0.01 -0.09
H 5.02702 -0.06994 -5.67217 -0.05 -0.04 -0.08
H 3.92382 -0.02164 -3.48207 -0.07 -0.06 0.05
C -3.62658 0.81586 1.85023 0.23 -0.31 -0.39
C -4.43138 0.31836 0.66563 -0.25 0.70 0.17
C -5.91808 0.32356 0.95783 0.24 -0.11 -0.28
O -4.02958 -1.06184 0.36013 0.12 -0.49 -0.43
P -3.10248 -1.28444 -0.88527 0.40 0.48 -0.15
O -1.93648 -0.34034 -0.87097 0.14 0.00 -0.14
C -2.55728 -3.02574 -0.80117 0.26 0.71 0.41
P -1.03078 -3.05374 0.19613 0.20 0.07 -0.38
O 0.01862 -2.15754 -0.39037 0.00 -0.05 -0.40
O -0.59258 -4.54434 0.14733 -0.54 0.08 0.09
C 0.80632 -4.96224 0.23533 0.82 -0.24 -0.04
C 0.88462 -6.33364 -0.40447 -0.15 0.30 0.06
C 1.25542 -4.93824 1.68503 -0.20 0.13 -0.24
O -1.34308 -2.58514 1.66103 -0.18 -0.36 -0.11
C -1.98428 -3.44834 2.67543 -0.17 -0.19 0.23
C -1.38848 -3.09474 4.02583 0.03 0.01 -0.38
C -3.48778 -3.24354 2.65443 0.27 -0.06 -0.04
O -3.82698 -0.96834 -2.22877 0.08 -0.24 0.36
C -4.93158 -1.66994 -2.86357 -0.47 -0.26 -0.49
C -4.38698 -2.68504 -3.85687 0.06 0.35 0.12
C -5.86868 -2.30904 -1.86047 0.05 0.32 -0.08
H -3.81508 1.87456 2.00943 -0.07 0.08 0.04
H -2.55678 0.68236 1.66193 -0.18 0.04 0.07
H -3.89608 0.27566 2.75603 -0.05 -0.02 0.00
H -4.21058 0.93036 -0.22027 -0.07 -0.10 0.17
H -6.14498 -0.40554 1.73063 -0.06 -0.06 0.12
H -6.49988 0.09226 0.06973 -0.09 0.01 -0.01
H -6.20528 1.31116 1.30643 -0.07 0.09 0.05
H -2.30138 -3.34994 -1.81407 0.05 0.03 0.11
H -3.31468 -3.68894 -0.38967 -0.06 0.01 0.03
H 1.39182 -4.23894 -0.34477 -0.16 -0.11 0.07
H 0.25782 -7.03304 0.13953 -0.06 -0.15 0.08
H 1.91002 -6.68984 -0.38337 0.11 -0.03 0.02
H 0.55182 -6.29704 -1.43877 -0.01 0.00 -0.06
H 0.63652 -5.60064 2.28273 -0.07 -0.14 0.11
H 1.18992 -3.92844 2.09013 0.05 0.07 0.07
H 2.28722 -5.27064 1.75873 0.08 -0.02 -0.01
H -1.73508 -4.48174 2.41143 0.02 0.13 0.09
H -1.67608 -2.08164 4.32233 0.02 -0.07 -0.02
H -0.30318 -3.18114 4.01183 0.06 0.04 -0.03
H -1.76548 -3.78554 4.77453 -0.08 -0.05 0.08
H -3.72378 -2.18234 2.65093 -0.02 0.05 0.03
H -3.90448 -3.69494 3.55043 -0.12 -0.07 0.05
H -3.95148 -3.71524 1.79073 -0.09 0.04 -0.04
H -5.44228 -0.86634 -3.40347 0.05 -0.16 0.10
H -4.01208 -3.57034 -3.34827 0.03 -0.13 0.03
H -3.58958 -2.24854 -4.45357 0.04 0.02 -0.06
H -5.18258 -2.99264 -4.52917 -0.08 -0.07 -0.04
H -5.35678 -3.07844 -1.28747 -0.03 -0.18 0.05
H -6.69448 -2.76744 -2.39617 -0.07 -0.09 -0.02
H -6.27128 -1.57474 -1.17087 -0.08 0.00 0.06
Se 1.45732 -1.13004 5.06123 0.29 -0.13 -0.12
Sb 0.16682 0.52546 3.80153 0.75 1.10 1.48
Se -1.98038 0.71166 4.96693 -0.28 0.19 0.06
Se 1.34032 2.58556 4.40683 -0.42 -1.03 -0.20
Se 0.11792 0.18796 1.36423 0.08 1.15 9.08
```
Forces are in eV/Å.

=====

C27H39AuN6O2S2 | ωB97M-V/def2-TZVPD

HOMO-LUMO gap, eV: 4.811
Net charge: +2
Highest occupied orbital energy, eV: -12.74
Lowest unoccupied orbital energy, Ha: -0.291
Energy relative to the best compared isomer or geometry (same formula, charge and spin), kJ/mol: 100.7

XYZ file:
```
77
Properties=species:S:1:pos:R:3:forces:R:3
Au -0.44967 0.35710 0.60491 0.42 0.66 -0.43
C -5.00059 0.49845 1.16872 0.02 -0.02 -0.02
N -4.35410 1.18761 0.04588 0.00 0.04 -0.06
C -4.92585 1.41440 -1.18243 -0.02 -0.02 -0.02
C -4.02086 2.09156 -1.93545 0.04 -0.01 0.01
N -2.92392 2.27962 -1.14207 -0.03 -0.03 0.02
C -3.12539 1.72121 0.06252 -0.02 0.09 0.06
S -2.05907 1.82138 1.42508 0.20 -0.39 0.08
H -6.01194 0.24732 0.86519 0.00 -0.02 0.01
H -5.03226 1.15674 2.03225 -0.01 -0.01 0.01
H -4.44460 -0.40522 1.41382 -0.03 0.04 0.00
H -5.92354 1.08700 -1.41568 -0.01 0.00 0.00
H -4.06839 2.44757 -2.94862 -0.01 0.01 0.00
H -2.06003 2.73435 -1.41421 -0.02 0.02 -0.01
C 4.90709 -2.54667 -0.19500 0.04 -0.03 0.00
N 3.48431 -2.82952 -0.19893 -0.06 0.04 0.00
C 2.70680 -2.85551 -1.28751 0.04 -0.07 0.01
N 3.27440 -2.52255 -2.45995 -0.03 0.13 -0.02
S 1.08277 -3.29132 -1.19540 -0.03 -0.11 0.04
H 5.27876 -2.65194 0.81988 0.00 0.01 0.00
H 5.10942 -1.52615 -0.52650 0.00 0.00 -0.01
H 5.45884 -3.24931 -0.82386 0.00 0.00 0.00
H 3.03906 -3.15223 0.64347 0.03 0.00 -0.01
H 4.26781 -2.40147 -2.56188 0.02 -0.05 0.00
H 2.72244 -2.65703 -3.28892 0.03 -0.02 0.00
C -1.38154 4.24786 -5.72245 -0.04 0.02 -0.04
C -0.71575 3.37160 -4.70625 0.04 0.01 0.02
C -1.26166 2.14263 -4.34522 -0.03 -0.03 0.08
C -0.65132 1.30866 -3.41709 0.00 0.12 0.03
C -1.31809 0.00788 -3.07524 -0.01 -0.11 0.05
C 0.57740 1.71445 -2.85504 0.08 -0.06 -0.02
C 1.33712 0.84983 -1.96258 -0.04 0.29 0.00
O 0.88801 -0.04887 -1.25505 -0.15 -0.31 0.34
C 1.15649 2.95333 -3.22121 -0.06 -0.05 -0.02
C 2.46506 3.42460 -2.64884 0.08 0.00 0.02
C 0.48272 3.76651 -4.11467 0.01 -0.04 -0.01
H -2.28307 3.78841 -6.12332 0.00 0.00 0.00
H -0.70554 4.44924 -6.55426 0.01 -0.01 0.00
H -1.64747 5.21306 -5.28894 0.00 0.00 0.01
H -2.17507 1.80934 -4.82651 0.01 0.00 -0.01
H -2.12678 -0.19397 -3.77658 0.02 -0.03 -0.01
H -1.75021 0.05500 -2.07027 -0.01 -0.07 0.00
H -0.62055 -0.83158 -3.07820 -0.01 0.03 -0.03
H 2.42009 1.03074 -1.93319 0.01 -0.06 -0.02
H 2.45941 3.40995 -1.55881 -0.03 0.00 -0.04
H 2.66939 4.44314 -2.97021 0.00 0.00 0.01
H 3.29852 2.80504 -2.98747 -0.01 0.00 -0.01
H 0.91603 4.72213 -4.38467 -0.01 0.01 0.00
C 2.62705 0.76994 1.48234 0.12 -0.04 0.06
C 1.66987 1.93915 1.68281 -0.15 0.09 -0.17
C 2.38469 3.27687 1.51720 0.12 -0.07 0.07
C 0.98671 1.87519 3.04300 0.08 -0.01 0.15
O 0.69452 1.95709 0.61719 -0.31 -0.13 0.04
H 3.31395 0.68966 2.32625 0.01 0.00 -0.02
H 3.21422 0.90096 0.57252 -0.02 0.01 -0.02
H 2.10077 -0.18852 1.39769 -0.03 0.02 0.06
H 3.18932 3.36279 2.24982 -0.02 -0.02 0.00
H 1.69363 4.10518 1.66283 -0.03 0.00 -0.01
H 2.82743 3.35200 0.52426 -0.01 0.00 0.03
H 1.72119 2.01204 3.83774 -0.01 0.02 -0.02
H 0.51511 0.90479 3.22703 -0.03 -0.04 -0.06
H 0.24055 2.66436 3.13703 -0.01 0.02 -0.01
N -2.47267 -3.27475 0.10014 0.05 0.01 -0.07
C -1.71138 -2.25173 -0.29128 0.06 -0.02 0.03
N -1.54402 -1.37744 0.68508 -0.19 0.22 -0.21
C -2.23592 -1.86747 1.79523 -0.01 -0.12 0.12
C -2.36251 -1.37791 3.09354 -0.03 -0.01 0.02
C -3.11408 -2.12798 3.97466 0.01 0.02 0.03
C -3.71743 -3.33612 3.59064 -0.02 -0.04 -0.03
C -3.58163 -3.83856 2.31280 0.01 0.03 0.03
C -2.82703 -3.07670 1.42794 0.02 0.02 0.06
H -2.66590 -4.08868 -0.46262 -0.01 0.00 0.01
H -1.25319 -2.17994 -1.26282 -0.02 0.03 -0.06
H -1.89034 -0.45708 3.40778 0.00 0.00 -0.02
H -3.23297 -1.78554 4.99346 0.00 0.00 0.00
H -4.29067 -3.89217 4.31929 0.00 0.00 0.00
H -4.02755 -4.77967 2.02242 -0.01 0.00 -0.01
```
Forces are in eV/Å.

=====

C4H12 | ωB97M-V/def2-TZVPD

HOMO-LUMO gap, eV: 12.876
Net charge: 0
Highest occupied orbital energy, eV: -11.74
Structure (SMILES): CC.CC
Lowest unoccupied orbital energy, Ha: 0.042
Energy relative to the best compared isomer or geometry (same formula, charge and spin), kJ/mol: 15.3

XYZ file:
```
16
Properties=species:S:1:pos:R:3:forces:R:3
C 1.75368 -1.22331 0.79562 -0.39 0.25 -0.41
C 2.45166 -0.58515 -0.41585 0.57 0.04 0.10
H 2.34586 -1.12865 1.69919 0.07 -0.15 0.10
H 1.49279 -2.26730 0.62902 0.21 -0.07 0.04
H 0.80489 -0.71688 0.96772 0.02 0.02 0.19
H 1.85025 0.18411 -0.88712 -0.22 0.07 -0.07
H 3.38748 -0.09655 -0.12467 -0.13 -0.05 0.02
H 2.72780 -1.29721 -1.19249 -0.11 -0.13 0.04
C -1.64974 0.52883 0.30706 -0.35 0.29 0.01
C -2.57246 1.25086 -0.68843 0.82 -0.28 0.12
H -1.35149 -0.45139 -0.06586 0.14 0.09 0.03
H -2.13208 0.39510 1.27531 -0.15 -0.17 -0.03
H -0.77601 1.14137 0.51186 0.28 -0.08 -0.10
H -3.32956 0.56762 -1.05413 -0.31 0.06 -0.04
H -3.02741 2.11339 -0.20946 -0.16 0.08 -0.15
H -1.97567 1.58515 -1.54779 -0.29 0.02 0.14
```
Forces are in eV/Å.

=====

C18H27BrNO12S | ωB97M-V/def2-TZVPD

HOMO-LUMO gap, eV: 8.542
Net charge: +1
Highest occupied orbital energy, eV: -12.42
Lowest unoccupied orbital energy, Ha: -0.142

XYZ file:
```
60
Properties=species:S:1:pos:R:3:forces:R:3
Br -5.47250 -0.58788 -0.58875 0.01 0.03 -0.09
C -5.76535 -2.01424 -1.89308 0.11 -0.08 -0.03
C -4.78022 -3.14129 -1.63371 -0.03 0.09 0.02
C -3.35657 -2.72345 -2.06576 -0.52 -0.25 0.32
N -2.38109 -2.98717 -0.99494 -0.38 0.02 -0.48
C -2.06661 -2.14400 -0.08810 0.60 -0.09 0.70
S -0.96173 -2.72137 1.09933 -0.43 0.19 -0.09
C -1.22568 -4.43004 0.50707 0.14 0.15 -0.24
C -1.66549 -4.26858 -0.93945 0.22 -0.09 -0.13
H -5.61398 -1.57586 -2.87630 -0.05 0.04 0.00
H -6.79756 -2.32733 -1.78610 -0.01 0.00 0.08
H -5.11076 -4.03569 -2.16473 0.06 0.04 -0.09
H -4.79462 -3.37863 -0.56833 -0.02 -0.06 -0.01
H -3.05241 -3.27896 -2.94475 0.22 0.18 -0.12
H -3.34497 -1.66034 -2.27565 0.20 0.03 -0.12
H -2.46786 -1.13897 -0.05206 -0.07 0.01 -0.18
H -2.02277 -4.90433 1.07467 0.18 0.03 0.30
H -0.27367 -4.93845 0.62418 -0.15 -0.28 -0.08
H -2.32212 -5.07019 -1.27149 -0.06 0.02 0.08
H -0.83400 -4.20127 -1.64699 0.03 0.02 0.08
C -1.48528 0.98453 -5.78095 0.10 0.08 0.03
C -0.50950 -0.06297 -5.28197 0.13 0.09 -0.03
O -1.38322 -0.96075 -4.56461 -0.05 -0.03 0.03
C -2.63178 -0.82141 -5.05890 -0.11 -0.06 -0.09
O -3.54189 -1.55520 -4.79300 0.15 0.19 0.04
O -2.71215 0.23840 -5.87496 -0.03 -0.07 0.06
H -1.22835 1.39614 -6.75182 -0.09 -0.07 -0.06
H -1.62842 1.79756 -5.06810 -0.01 -0.03 0.00
H -0.03882 -0.61774 -6.09362 -0.04 -0.01 -0.01
H 0.25534 0.32622 -4.61678 -0.01 -0.04 0.11
C 1.51485 -0.30866 3.88183 -0.04 -0.06 0.11
C 2.55679 -1.41054 3.83733 -0.05 -0.06 0.06
O 3.51630 -0.87872 2.91661 -0.03 -0.06 0.03
C 3.39056 0.46456 2.89288 -0.24 -0.20 -0.03
O 4.11236 1.20119 2.31238 0.29 0.26 -0.06
O 2.29949 0.85301 3.59373 -0.07 -0.02 0.03
H 1.02854 -0.20405 4.84754 0.06 0.12 0.02
H 0.75779 -0.41285 3.10174 0.01 -0.03 -0.01
H 3.04134 -1.56853 4.80081 0.00 0.02 0.01
H 2.17649 -2.35757 3.46407 0.06 0.01 -0.08
C 4.21398 1.85665 -0.66444 0.18 0.04 -0.01
C 5.12757 2.41465 -1.73900 -0.02 0.07 0.09
O 4.60161 1.80250 -2.92714 -0.08 -0.01 -0.07
C 3.31816 1.46090 -2.70464 -0.04 -0.06 -0.02
O 2.55826 1.06982 -3.54004 0.06 0.07 0.12
O 3.00344 1.61178 -1.39965 -0.05 -0.03 -0.05
H 4.02293 2.54133 0.15385 -0.11 0.01 -0.02
H 4.57365 0.91192 -0.25953 0.00 0.00 0.00
H 5.04516 3.49801 -1.83853 -0.02 -0.02 -0.02
H 6.17091 2.14188 -1.61185 -0.02 -0.09 -0.10
C 1.21888 3.79785 4.95954 0.02 0.03 -0.10
C 1.84352 5.17931 5.00577 0.05 -0.01 -0.02
O 1.04521 5.83734 5.99321 0.02 -0.01 -0.03
C 0.48871 4.89968 6.79719 0.04 0.01 -0.08
O -0.09237 5.12332 7.80286 -0.07 0.02 0.11
O 0.69066 3.65904 6.28031 0.02 -0.05 -0.04
H 1.92923 3.00437 4.75394 0.01 -0.04 0.09
H 0.39385 3.74125 4.24560 0.01 0.03 -0.01
H 2.87894 5.15594 5.34925 0.00 -0.02 0.01
H 1.78724 5.71794 4.06399 -0.08 0.07 0.04
```
Forces are in eV/Å.

=====

C10H12N2O2 | ωB97M-V/def2-TZVPD

HOMO-LUMO gap, eV: 9.792
Net charge: 0
Highest occupied orbital energy, eV: -9.43
Lowest unoccupied orbital energy, Ha: 0.013
Energy relative to the best compared isomer or geometry (same formula, charge and spin), kJ/mol: 370.8

XYZ file:
```
26
Properties=species:S:1:pos:R:3:forces:R:3
C -3.83630 -0.15175 -1.10037 -2.15 -1.41 3.28
C -2.37399 -0.60129 -1.16625 -0.48 -0.24 -2.27
C -1.52107 1.56093 0.19373 -3.53 -1.27 0.61
C 1.00556 1.50293 -0.21090 -0.11 -1.90 2.07
C 1.73550 0.13128 0.23274 -2.74 3.62 0.95
C 1.34655 -0.46908 1.44806 0.05 2.01 1.72
C 2.08200 -1.53129 1.96906 0.28 0.16 -2.24
C 3.07920 -2.02273 1.09207 3.80 -1.76 0.10
C 3.37137 -1.49410 -0.17424 -0.69 2.68 -0.86
C 2.73019 -0.23509 -0.57832 1.28 -5.18 0.68
H -4.40053 -0.75232 -0.03896 1.90 1.54 -3.18
H -4.27986 -0.75095 -1.99634 0.09 2.00 1.47
H -4.04975 1.04525 -0.69498 0.80 -3.54 -2.07
H -0.56545 -0.05568 -0.74790 -0.32 0.22 0.50
H -0.29114 3.07637 0.63834 0.17 -5.07 0.96
H 1.72590 2.33983 -0.05847 -0.79 -0.62 -0.28
H 0.77942 1.29202 -1.25921 -0.31 0.88 0.03
H 0.68921 0.22933 2.12828 0.85 -2.03 -1.47
H 1.86126 -2.02222 2.89792 0.11 0.15 0.33
H 4.00749 -2.74355 1.43033 -3.09 1.19 -0.46
H 4.08966 -1.82583 -0.96795 -0.37 -0.39 1.58
H 2.91146 0.06303 -1.57821 0.12 0.96 -0.59
N -1.50821 0.26745 -0.51223 1.45 0.40 0.03
N -0.24880 1.77940 0.70363 1.45 6.76 -2.59
O -1.94023 -1.53372 -1.92280 -1.38 3.25 3.23
O -2.54636 2.23845 0.50703 3.61 -2.40 -1.55
```
Forces are in eV/Å.

=====

Among the records above, which one has the lowest net charge? C2H3N4O

=====

Among the records above, which one has the lowest net charge? C2H3N4O

=====

What is the net charge in the first record? -1